DFT (wB97M-V/def2-TZVPD) results for an isolated ion of composition C6H10N and charge +1.

Results
Frontier orbital gap, eV: 10.518
Structure (SMILES): C=C=C[C@@]1(C)C[NH2+]1
ΔE to the lowest compared entry with this formula, charge and spin, eV: 2.3772
Total charge: +1
Multiplicity: 1
Max |F|, eV/A: 4.59

```
17
Properties=species:S:1:pos:R:3:forces:R:3
C -1.06109 -0.04609 0.74445 0.663 1.142 1.190
C -2.17601 -0.12666 0.00024 1.718 -0.031 -0.273
C 1.53364 0.45132 1.19817 -3.509 -1.870 2.292
C 0.46236 0.05281 0.25499 -1.379 0.439 0.347
C -3.17876 -0.29152 -0.83053 -0.500 -2.086 1.805
C 0.53870 0.46578 -1.15585 0.310 1.334 -1.995
N 1.51011 -1.00835 0.78889 0.108 0.602 -0.992
H -1.12724 0.36557 1.81494 -0.265 -1.022 -1.535
H 2.32791 1.12312 1.12290 1.570 0.378 -1.220
H 1.18724 0.47738 2.22066 -0.153 0.247 0.269
H -3.80349 0.42483 -1.31065 0.267 0.930 -0.367
H -3.70795 -1.29558 -0.79139 1.010 1.001 -0.203
H 1.09243 -1.78361 1.35531 0.890 1.143 -0.320
H -0.29417 1.24031 -1.35450 1.652 -1.016 0.397
H 0.29468 -0.35818 -1.81163 -0.162 -0.319 -0.200
H 1.55070 0.85574 -1.50660 -1.290 -0.338 0.656
H 2.33326 -1.20780 0.20010 -0.930 -0.532 0.147
```
Forces are in eV/Å.

***

DFT (wB97M-V/def2-TZVPD) results for one molecule with the formula C6H10N2.

Results
Frontier orbital gap (spin up / spin down), eV: 7.414 / 7.413
ΔE to the lowest compared entry with this formula, charge and spin, eV: 3.4910
Multiplicity: 1
Max |F|, eV/A: 2.82

```
18
Properties=species:S:1:pos:R:3:forces:R:3
C -1.32052 -0.20462 0.14898 -1.200 -1.831 0.411
C -0.25239 -0.73632 1.07444 -0.021 0.195 -0.219
C 1.77892 0.99266 -0.47012 -0.079 -0.096 -0.007
N -1.72704 -1.02643 -0.87555 0.549 0.607 0.252
C -1.76992 2.04066 0.33085 0.088 2.803 -0.309
C 0.96070 -1.24892 0.33918 -0.048 -0.258 -0.210
C 1.81374 -0.49500 -0.34586 0.154 0.055 0.151
N -2.04704 0.82459 0.46846 1.181 -1.506 -0.575
H -1.00450 -1.61636 -1.26412 -0.117 -0.041 0.073
H -2.34010 -0.59253 -1.55114 0.017 0.004 -0.022
H -2.52713 2.71575 0.74514 -0.400 -0.147 0.400
H 0.02003 0.06502 1.75945 -0.101 0.059 0.061
H -0.69824 -1.54792 1.65531 0.059 0.092 0.072
H 1.11350 -2.32145 0.36464 0.079 -0.034 -0.023
H 2.65214 -0.98002 -0.83486 -0.030 -0.129 -0.008
H 1.62746 1.27757 -1.51454 -0.003 0.074 0.051
H 2.73657 1.41155 -0.15280 -0.026 0.031 -0.036
H 0.98383 1.44176 0.12252 -0.102 0.123 -0.061
```
Forces are in eV/Å.